# 1
{
  "formula": "C5H9NO3P",
  "method": "ωB97M-V/def2-TZVPD",
  "orbital_gap_ev": 8.759,
  "e_homo_ev": -4.954,
  "smiles": "C=C[C@@H]1C[C@]1(N)[P@](=O)([O-])O",
  "charge": -1,
  "energy_ha": -817.88123,
  "species": ["C", "C", "C", "C", "C", "N", "P", "O", "O", "O", "H", "H", "H", "H", "H", "H", "H", "H", "H"],
  "xyz": [[-1.83, 2.04, -0.47], [-0.81, 1.46, 0.14], [-0.58, 0.02, 0.16], [0.08, -0.66, 1.34], [0.83, -0.55, 0.06], [1.07, -1.71, -0.75], [2.31, 0.57, -0.04], [2.19, 1.73, 0.87], [2.63, 0.72, -1.49], [3.42, -0.47, 0.63], [-1.96, 3.11, -0.48], [-2.59, 1.47, -0.99], [-0.05, 2.05, 0.64], [-1.35, -0.56, -0.34], [0.42, -0.03, 2.15], [-0.31, -1.62, 1.65], [1.55, -1.38, -1.58], [0.20, -2.16, -1.03], [3.61, -1.10, -0.06]],
  "lowdin_charge": [-0.022, -0.164, -0.252, -0.077, -0.509, 0.035, 0.276, -0.347, -0.370, -0.194, 0.031, 0.036, 0.087, 0.128, 0.099, 0.095, 0.055, 0.064, 0.026]
}

# 2
{
  "formula": "C4H9ClSi",
  "method": "ωB97M-V/def2-TZVPD",
  "orbital_gap_ev": 3.955,
  "e_homo_ev": -6.691,
  "charge": 0,
  "energy_ha": -907.35145,
  "species": ["C", "C", "C", "C", "Si", "Cl", "H", "H", "H", "H", "H", "H", "H", "H", "H"],
  "xyz": [[-1.94, -1.76, -0.49], [-0.99, -1.39, 0.41], [1.90, -0.30, 1.18], [-0.06, 1.29, -1.04], [0.30, -0.06, 0.22], [5.11, 0.11, -0.27], [-2.83, -2.25, -0.04], [-1.83, -1.40, -1.47], [-1.12, -1.78, 1.41], [2.42, 0.68, 1.44], [1.83, -0.87, 2.07], [2.46, -0.78, 0.36], [-0.72, 2.05, -0.43], [0.97, 1.90, -1.26], [-0.44, 0.96, -2.08]],
  "lowdin_charge": [0.005, -0.245, -0.208, -0.212, 0.928, -0.766, 0.091, 0.032, 0.056, 0.069, 0.019, -0.006, 0.072, 0.104, 0.061]
}

# 3
{
  "formula": "C23H39O2SiTi",
  "method": "ωB97M-V/def2-TZVPD",
  "orbital_gap_ev": [2.768, 5.991],
  "s2": 2.01,
  "spin_multiplicity": 3,
  "e_homo_ev": [-0.283, -3.519],
  "charge": -1,
  "energy_ha": -2189.12639,
  "species": ["O", "C", "C", "H", "H", "C", "H", "H", "C", "H", "H", "H", "C", "H", "H", "H", "Ti", "C", "C", "C", "H", "C", "C", "H", "H", "H", "H", "C", "C", "C", "H", "C", "C", "H", "H", "H", "H", "O", "C", "C", "H", "H", "C", "H", "H", "C", "H", "H", "H", "H", "C", "Si", "C", "C", "C", "H", "H", "H", "H", "H", "H", "H", "H", "H", "H", "H"],
  "xyz": [[1.23, 0.19, -5.56], [1.66, 0.94, -6.75], [1.22, -0.14, -7.74], [2.75, 1.05, -6.71], [1.16, 1.89, -6.91], [1.00, -0.94, -6.46], [2.00, -0.55, -8.36], [0.30, 0.05, -8.28], [2.12, -1.96, -6.45], [3.11, -1.49, -6.53], [2.00, -2.55, -7.37], [2.09, -2.64, -5.60], [-0.34, -1.56, -6.27], [-1.13, -0.80, -6.25], [-0.37, -2.18, -5.37], [-0.53, -2.18, -7.15], [0.05, 0.08, -1.07], [-1.59, -1.05, 0.25], [-1.15, 0.11, 0.93], [-1.63, 1.25, 0.19], [-0.64, 0.11, 1.90], [-2.30, 0.77, -0.98], [-2.23, -0.66, -0.97], [-2.68, -1.33, -1.71], [-1.52, -2.06, 0.66], [-1.51, 2.31, 0.46], [-2.92, 1.39, -1.64], [1.47, -1.57, -0.27], [0.41, -2.23, -0.97], [0.41, -1.79, -2.33], [-0.22, -3.01, -0.56], [1.53, -0.89, -2.50], [2.19, -0.79, -1.23], [3.09, -0.22, -1.02], [1.72, -1.71, 0.78], [-0.22, -2.16, -3.13], [1.86, -0.48, -3.44], [-0.44, 1.29, -3.11], [-1.59, 1.26, -4.06], [-1.89, 2.70, -4.44], [-2.43, 0.76, -3.58], [-1.24, 0.68, -4.93], [-0.68, 3.51, -3.90], [-2.83, 3.00, -3.97], [-2.00, 2.82, -5.52], [0.36, 2.43, -3.61], [-0.98, 4.03, -2.96], [-0.32, 4.28, -4.59], [1.15, 2.67, -2.87], [0.81, 2.13, -4.56], [3.16, 1.51, 2.37], [1.57, 2.31, 1.75], [0.33, 2.10, 3.16], [1.72, 4.19, 1.60], [1.17, 1.74, -0.06], [3.40, 1.83, 3.39], [4.01, 1.77, 1.74], [3.08, 0.42, 2.38], [0.72, 2.64, 4.04], [-0.65, 2.54, 2.93], [0.18, 1.05, 3.46], [2.03, 4.46, 0.57], [0.75, 4.68, 1.79], [2.45, 4.60, 2.31], [2.17, 1.71, -0.52], [0.68, 2.63, -0.56]],
  "lowdin_charge": [-0.106, -0.147, -0.093, 0.119, 0.113, -0.591, 0.103, 0.112, -0.027, 0.095, 0.087, 0.090, -0.012, 0.075, 0.083, 0.091, 0.612, -0.209, -0.203, -0.194, 0.070, -0.214, -0.189, 0.097, 0.093, 0.094, 0.082, -0.177, -0.215, -0.193, 0.094, -0.205, -0.205, 0.090, 0.097, 0.078, 0.076, -0.233, -0.160, -0.163, 0.101, 0.084, -0.155, 0.102, 0.100, -0.158, 0.116, 0.100, 0.118, 0.090, -0.204, 0.445, -0.218, -0.220, -0.330, 0.014, 0.019, 0.021, 0.021, 0.025, 0.012, 0.015, 0.020, 0.010, -0.031, -0.013]
}